Molecular formula: C52H120BN8O24Sr
Method: DFT, the ωB97M-V functional and the def2-TZVPD basis

## Properties
LUMO level in eV: -7.0
Gap between HOMO and LUMO in hartree: 0.0800
Max |F| in hartree/bohr: 0.06909

Geometry as ORCA input:
```
! wB97M-V def2-TZVPD RIJCOSX def2/J DEFGRID3
* xyz 1 1
Sr 28.71574 22.50968 -16.00772
O 29.99694 22.19544 -9.48577
C 29.01274 21.52786 -9.21448
O 28.43434 21.30939 -8.03002
B 27.58302 20.16108 -8.03365
O 27.45813 19.85678 -9.51637
C 28.16867 20.69178 -10.21371
O 28.26209 20.75468 -11.45455
O 26.24731 20.21900 -7.47621
C 26.19695 19.52748 -6.26816
O 25.24023 19.40883 -5.52114
C 27.56611 18.71722 -6.26546
O 28.17781 18.91615 -7.39521
O 28.00231 18.09784 -5.30103
C 28.62319 25.33564 -12.90978
O 27.72298 24.61536 -13.75804
C 26.30288 24.96270 -13.55665
C 25.38114 23.69204 -13.74007
N 25.66233 23.30781 -15.15066
C 24.79948 22.20794 -15.62805
C 25.23433 20.79743 -15.11692
O 26.51871 20.45662 -15.62959
C 26.74322 19.15028 -15.15423
H 28.52909 26.39067 -13.16700
H 29.64354 24.98673 -13.06867
H 28.41764 25.34353 -11.83936
H 26.12231 25.79926 -14.23168
H 26.01604 25.40340 -12.60186
H 24.34521 24.03002 -13.71310
H 25.52298 22.87557 -13.03200
H 25.50134 24.04470 -15.82236
H 24.74642 22.26036 -16.71550
H 23.76095 22.29156 -15.30780
H 24.52113 20.03877 -15.43923
H 25.21827 20.93325 -14.03553
H 25.89962 18.54030 -14.83116
H 27.26213 19.05658 -14.20025
H 27.38092 18.50541 -15.75886
C 25.70134 19.29209 0.17740
O 26.14375 20.25966 1.08075
C 27.05167 21.24545 0.72712
C 26.77504 22.30427 -0.36950
N 28.01184 23.06855 -0.58469
C 28.22241 23.89354 0.57534
C 27.16917 24.91981 1.09274
O 26.79688 25.79179 -0.00703
C 26.04851 26.92974 0.49054
H 26.33024 19.30104 -0.71283
H 24.69422 19.55834 -0.14342
H 25.69071 18.30453 0.63864
H 27.99693 20.81634 0.39479
H 27.39804 21.74491 1.63192
H 25.86678 22.89267 -0.23934
H 26.39959 21.71094 -1.20321
H 27.80315 23.77585 -1.27480
H 28.98400 24.63416 0.33131
H 28.60261 23.31226 1.41538
H 27.45438 25.49934 1.97075
H 26.28305 24.35906 1.39015
H 25.91526 27.70834 -0.26055
H 26.55697 27.57333 1.20844
H 25.08546 26.68444 0.93824
C 24.00254 11.51445 -8.72735
O 25.20004 11.83157 -9.48938
C 25.84658 13.06063 -9.26068
C 27.24724 13.03197 -8.63698
N 27.19940 12.02584 -7.55798
C 27.15352 12.82236 -6.28768
C 26.88049 11.88291 -5.08811
O 25.48929 11.62964 -5.13863
C 25.05159 10.71336 -4.05313
H 23.22372 12.19359 -9.07417
H 24.27576 11.38544 -7.68007
H 23.61422 10.55971 -9.08200
H 25.21312 13.82573 -8.81187
H 26.17810 13.40382 -10.24069
H 27.74679 13.96723 -8.38432
H 27.91666 12.63004 -9.39752
H 26.31038 11.55650 -7.65525
H 26.36744 13.56497 -6.42451
H 28.04688 13.43854 -6.18603
H 27.02153 12.42486 -4.15297
H 27.47053 10.97314 -5.19893
H 23.99452 10.81482 -3.80739
H 25.66943 10.92603 -3.18070
H 25.21359 9.68764 -4.38442
C 22.74182 24.36918 -8.43694
O 22.13769 25.21061 -9.38600
C 21.04959 25.96046 -8.93668
C 20.60420 26.84807 -9.98734
N 21.67226 27.79568 -10.37959
C 21.42858 28.51858 -11.61165
C 22.41684 29.54298 -12.20145
O 23.77023 29.27029 -11.82587
C 24.29742 29.89603 -10.68212
H 21.97929 23.73227 -7.98862
H 23.39590 24.83649 -7.70080
H 23.31133 23.78874 -9.16280
H 21.27732 26.54298 -8.04398
H 20.20917 25.37820 -8.55880
H 19.71959 27.44213 -9.75788
H 20.38328 26.32496 -10.91775
H 22.51833 27.29498 -10.61102
H 20.44049 28.97731 -11.64835
H 21.33043 27.79821 -12.42377
H 22.09656 30.50093 -11.79175
H 22.26573 29.67933 -13.27229
H 25.35901 29.64881 -10.68442
H 23.77828 29.43131 -9.84390
H 24.17219 30.97770 -10.73139
C 17.00458 17.48742 -2.24648
O 17.85920 18.60194 -2.05919
C 18.66896 18.98090 -3.22958
C 19.76314 17.92198 -3.56617
N 19.40133 17.00090 -4.69792
C 20.45844 16.10894 -5.06150
C 20.02904 14.76316 -5.79367
O 18.87541 14.09330 -5.46158
C 18.94728 13.25947 -4.31682
H 17.20245 16.74167 -3.01642
H 16.01843 17.87059 -2.50870
H 16.79204 17.00140 -1.29426
H 19.24843 19.83808 -2.88672
H 17.96942 19.37430 -3.96714
H 19.89725 17.24413 -2.72318
H 20.75268 18.35258 -3.71945
H 18.58737 16.53453 -4.32367
H 20.99817 15.89254 -4.13956
H 21.17961 16.54126 -5.75513
H 20.92361 14.15084 -5.68019
H 19.77628 14.95127 -6.83715
H 19.83288 12.62433 -4.29674
H 18.11478 12.56681 -4.19329
H 18.91238 13.81759 -3.38120
C 39.62204 24.34791 -8.62357
O 38.69850 23.69229 -7.76801
C 38.46613 24.32613 -6.54641
C 37.92435 23.34226 -5.51818
N 36.49405 23.03272 -5.62134
C 35.62915 23.90857 -4.89609
C 34.20366 23.55649 -5.10882
O 34.16333 22.23783 -4.58369
C 33.09966 21.46665 -5.12502
H 40.50261 24.69805 -8.08498
H 39.10370 25.14366 -9.15855
H 39.80579 23.66219 -9.45070
H 37.75023 25.11618 -6.77316
H 39.39833 24.68957 -6.11394
H 38.35938 23.65180 -4.56791
H 38.47500 22.42522 -5.72776
H 36.22720 22.17555 -5.15855
H 35.73158 24.91123 -5.31118
H 35.87781 23.87691 -3.83530
H 34.19956 23.67718 -6.19211
H 33.39183 24.10348 -4.62941
H 32.15786 22.01169 -5.06160
H 32.83635 20.62964 -4.47833
H 33.46308 21.18708 -6.11389
C 27.57315 27.28093 -5.55722
O 26.73445 28.28545 -4.97870
C 26.08494 29.09789 -5.92307
C 25.64725 30.43332 -5.25516
N 26.62937 31.50295 -5.13308
C 26.03197 32.53988 -4.25601
C 26.28869 32.40635 -2.74794
O 27.68863 32.43349 -2.60699
C 28.22911 31.72481 -1.56353
H 26.99721 26.61930 -6.20424
H 28.16386 26.85231 -4.74762
H 28.43642 27.66277 -6.10227
H 25.16949 28.55314 -6.15394
H 26.58813 29.27048 -6.87444
H 25.01225 30.29609 -4.37992
H 24.97750 30.90159 -5.97644
H 27.26474 31.01701 -4.51642
H 24.99289 32.65900 -4.56299
H 26.59719 33.42328 -4.55304
H 25.80262 31.48410 -2.42965
H 25.93451 33.26443 -2.17666
H 29.31160 31.78093 -1.67830
H 28.10394 30.64221 -1.58414
H 27.96038 32.16298 -0.60235
C 32.73438 16.68094 -11.52708
O 34.02962 16.91698 -10.84835
C 34.10311 18.08114 -9.96543
C 35.57071 18.16648 -9.46431
N 36.62031 17.79784 -10.40701
C 37.90770 17.75825 -9.78374
C 38.93166 17.32578 -10.85212
O 38.66356 15.92397 -11.15547
C 39.56428 15.48926 -12.24307
H 32.88517 16.34328 -12.55243
H 31.96599 17.42407 -11.74023
H 32.18738 15.83593 -11.10894
H 33.41467 17.93536 -9.13301
H 33.79416 18.97213 -10.51206
H 35.51831 17.48640 -8.61410
H 35.73268 19.18647 -9.11577
H 36.68127 18.70120 -10.85460
H 37.90236 17.03442 -8.96877
H 38.09415 18.79049 -9.48740
H 39.94489 17.32442 -10.45031
H 38.77207 17.89190 -11.76979
H 39.63175 14.40255 -12.29427
H 40.50178 16.01828 -12.41432
H 38.99867 15.68937 -13.15309
*
```